{
  "formula": "C53H51FeN4O4P2S",
  "method": "ωB97M-V/def2-TZVPD",
  "symbols": ["Fe", "C", "C", "C", "C", "C", "C", "C", "C", "P", "C", "C", "C", "C", "C", "C", "C", "C", "C", "C", "C", "C", "C", "O", "C", "C", "C", "C", "C", "C", "P", "C", "C", "C", "C", "C", "C", "C", "C", "C", "C", "C", "C", "H", "H", "H", "H", "H", "H", "H", "H", "H", "H", "H", "H", "H", "H", "H", "H", "H", "H", "H", "H", "H", "H", "H", "H", "H", "H", "H", "H", "H", "H", "H", "H", "N", "C", "N", "S", "H", "H", "H", "H", "C", "N", "N", "C", "O", "C", "C", "C", "C", "C", "C", "C", "C", "C", "H", "H", "H", "H", "H", "H", "H", "H", "H", "H", "H", "H", "C", "O", "C", "O", "H", "H", "H"],
  "positions_angstrom": [[-0.0468, 0.4934, -0.1867], [5.6362, 0.7425, 4.5898], [4.8925, -0.3613, 3.8170], [5.5201, -1.7284, 4.1333], [3.4294, -0.3607, 4.2368], [3.0669, -0.4540, 5.5757], [1.7438, -0.3878, 5.9878], [0.7447, -0.2112, 5.0495], [1.0613, -0.1540, 3.6942], [-0.2204, 0.2360, 2.4706], [-1.5286, -1.0151, 2.7618], [-2.8071, -0.8123, 2.2346], [-3.8103, -1.7470, 2.4425], [-3.5570, -2.9025, 3.1704], [-2.2847, -3.1255, 3.6748], [-1.2756, -2.1936, 3.4666], [-0.8548, 1.7919, 3.1683], [-0.0717, 2.9286, 2.9732], [-0.4433, 4.1384, 3.5380], [-1.6047, 4.2220, 4.2954], [-2.3865, 3.0934, 4.4925], [-2.0114, 1.8777, 3.9364], [2.3964, -0.2444, 3.3142], [2.6149, -0.1928, 1.9663], [3.8910, -0.0251, 1.5017], [3.9766, 0.1959, 0.1309], [5.2311, 0.3901, -0.4373], [6.3640, 0.3371, 0.3567], [6.2434, 0.0908, 1.7147], [5.0049, -0.0889, 2.3245], [2.4797, 0.0609, -0.8929], [2.8711, 1.1604, -2.2833], [3.0887, 2.5020, -1.9691], [3.3118, 3.4291, -2.9717], [3.3215, 3.0254, -4.3010], [3.1062, 1.6935, -4.6186], [2.8757, 0.7625, -3.6142], [2.6006, -1.6474, -1.5045], [1.6693, -2.5888, -1.0770], [1.7640, -3.9099, -1.4981], [2.7964, -4.2995, -2.3351], [3.7500, -3.3712, -2.7404], [3.6576, -2.0559, -2.3210], [5.5721, 0.5769, 5.6636], [5.2168, 1.7239, 4.3680], [6.6929, 0.7535, 4.3293], [5.4699, -1.9346, 5.2023], [6.5691, -1.7459, 3.8385], [5.0016, -2.5285, 3.6041], [3.8410, -0.5676, 6.3222], [1.4993, -0.4495, 7.0383], [-0.2848, -0.1094, 5.3685], [-3.0309, 0.0899, 1.6814], [-4.8020, -1.5576, 2.0513], [-4.3456, -3.6209, 3.3467], [-2.0741, -4.0226, 4.2414], [-0.2922, -2.3872, 3.8725], [0.8417, 2.8689, 2.3888], [0.1763, 5.0127, 3.3930], [-1.8946, 5.1645, 4.7397], [-3.2840, 3.1535, 5.0924], [-2.6212, 1.0020, 4.1092], [5.3236, 0.5921, -1.4963], [7.3401, 0.4847, -0.0815], [7.1393, 0.0394, 2.3176], [3.0919, 2.8257, -0.9343], [3.4827, 4.4658, -2.7178], [3.5065, 3.7476, -5.0838], [3.1283, 1.3719, -5.6513], [2.7006, -0.2728, -3.8784], [0.8640, -2.3092, -0.4115], [1.0319, -4.6307, -1.1571], [2.8733, -5.3281, -2.6601], [4.5701, -3.6762, -3.3755], [4.4140, -1.3453, -2.6305], [-0.2266, 0.7728, -5.0451], [-0.2515, 0.3411, -3.7835], [-0.2130, -0.9707, -3.5649], [-0.3194, 1.5043, -2.5381], [-0.2061, 0.1464, -5.8322], [-0.1879, 1.7632, -5.2174], [-0.0960, -1.6303, -4.3151], [-0.2719, -1.3208, -2.6192], [-5.0061, -3.7361, -0.7583], [-4.1656, -2.5783, -1.0264], [-2.8244, -2.5695, -0.7381], [-2.3600, -1.3023, -0.8806], [-1.1200, -1.0523, -0.7054], [-3.4434, -0.4950, -1.2497], [-4.5473, -1.3232, -1.3156], [-5.9676, -0.9902, -1.6000], [-2.0704, -3.7795, -0.6399], [-1.3357, -4.0069, 0.5114], [-0.6433, -5.2015, 0.6420], [-0.7037, -6.1543, -0.3672], [-1.4295, -5.9040, -1.5257], [-2.1111, -4.7048, -1.6732], [-4.4689, -4.4161, -0.1028], [-5.2634, -4.2536, -1.6805], [-5.9126, -3.4062, -0.2561], [-3.4182, 0.5644, -1.4266], [-6.0425, 0.0373, -1.9445], [-6.5790, -1.0913, -0.7023], [-6.3825, -1.6446, -2.3656], [-1.3213, -3.2582, 1.2904], [-0.0703, -5.3940, 1.5401], [-0.1810, -7.0937, -0.2536], [-1.4680, -6.6439, -2.3126], [-2.6826, -4.4963, -2.5684], [-2.1998, 4.4104, 0.1206], [-1.0032, 3.6074, -0.1362], [-1.0680, 2.3322, 0.0547], [-2.0389, 1.6479, 0.3563], [-2.2309, 5.1577, -0.6646], [-2.0720, 4.8714, 1.0972], [-3.0809, 3.7762, 0.1043]],
  "lowdin_spin": [4.012, 0.000, 0.000, 0.000, 0.000, 0.000, 0.001, 0.002, 0.009, 0.053, 0.006, 0.003, 0.000, 0.003, 0.000, 0.004, 0.006, 0.003, 0.001, 0.001, 0.001, 0.002, 0.001, 0.005, 0.001, 0.008, 0.002, 0.000, 0.001, 0.000, 0.047, 0.003, 0.002, 0.000, 0.002, 0.000, 0.002, 0.008, 0.001, 0.000, 0.000, 0.000, 0.002, 0.000, 0.000, 0.000, 0.000, 0.000, 0.000, 0.000, 0.000, 0.000, 0.000, 0.000, 0.000, 0.000, 0.000, 0.001, 0.000, 0.000, 0.000, 0.000, 0.000, 0.000, 0.000, 0.000, 0.000, 0.000, 0.000, 0.000, 0.001, 0.000, 0.000, 0.000, 0.000, 0.009, 0.022, 0.002, 0.112, 0.001, 0.001, 0.000, 0.000, 0.001, 0.007, 0.008, 0.007, 0.085, 0.005, 0.000, 0.000, 0.001, 0.000, 0.000, 0.000, 0.000, 0.000, 0.000, 0.000, 0.000, 0.000, 0.000, 0.000, 0.000, 0.000, 0.000, 0.000, 0.000, 0.000, 0.026, 0.050, 0.260, 0.201, 0.002, 0.001, 0.004],
  "total_energy_ha": -4914.44057,
  "e_above_lowest_ev": 0.3602,
  "gap_ev": [8.65, 6.82],
  "multiplicity": 6,
  "total_charge": 2,
  "molar_mass_da": 957.87
}

---

{
  "formula": "C4H7O3",
  "method": "ωB97M-V/def2-TZVPD",
  "symbols": ["O", "C", "O", "C", "H", "H", "H", "O", "C", "C", "H", "H", "H", "H"],
  "positions_angstrom": [[-1.0805, 0.8286, -0.2641], [-0.0328, 0.8095, -0.9539], [1.0235, 0.1827, -0.7043], [-0.0655, 1.6497, -2.2526], [0.2588, 1.0684, -3.1171], [-1.0897, 1.9852, -2.4243], [0.5639, 2.5378, -2.1694], [0.1996, -0.5899, 3.3494], [0.1510, -0.5799, 2.1362], [-0.0121, -1.8545, 1.3501], [0.2670, 0.3381, 1.5649], [-0.1857, -2.6666, 2.0559], [0.8786, -1.9652, 0.7352], [-0.8761, -1.7440, 0.6939]],
  "mulliken_charge": [-0.718, 0.703, -0.705, -0.989, 0.257, 0.280, 0.229, -0.561, 0.222, -0.819, 0.319, 0.346, 0.211, 0.226],
  "total_energy_ha": -382.39418,
  "e_above_lowest_ev": 0.3952,
  "gap_ev": 8.56,
  "total_charge": -1,
  "molar_mass_da": 103.10
}

---

{
  "formula": "C51H39BrN3O2PtS",
  "method": "ωB97M-V/def2-TZVPD",
  "symbols": ["Pt", "O", "C", "C", "C", "C", "C", "C", "C", "C", "C", "O", "C", "C", "C", "C", "C", "C", "C", "C", "C", "C", "C", "C", "N", "C", "C", "C", "C", "C", "C", "C", "C", "C", "C", "C", "C", "H", "H", "H", "H", "H", "H", "H", "H", "H", "H", "H", "H", "H", "H", "H", "H", "H", "H", "H", "H", "H", "H", "H", "H", "H", "H", "H", "S", "C", "C", "C", "C", "C", "C", "N", "C", "C", "C", "C", "C", "C", "C", "H", "H", "H", "H", "H", "H", "H", "H", "Br", "C", "C", "C", "C", "N", "C", "H", "H", "H", "H"],
  "positions_angstrom": [[-0.4454, 0.3140, -0.2336], [-2.2656, 0.0428, 0.5671], [-3.2002, -0.7128, -0.1366], [-3.2459, -0.2179, -1.6000], [-2.1036, -0.6729, -2.4598], [-2.3637, -1.2355, -3.7007], [-1.3281, -1.7405, -4.4594], [-0.0454, -1.6810, -3.9514], [0.1853, -1.0830, -2.7244], [1.5807, -0.9912, -2.1872], [2.0236, 0.4594, -1.8911], [1.4489, 0.8528, -0.6791], [3.5565, 0.5329, -1.7537], [4.1194, 1.4560, -0.8760], [5.4945, 1.5886, -0.7503], [6.3454, 0.7982, -1.5088], [5.8024, -0.1082, -2.4044], [4.4244, -0.2317, -2.5294], [1.6053, 1.3871, -3.0439], [1.8954, 1.0666, -4.3688], [1.5220, 1.9093, -5.4042], [0.8511, 3.0936, -5.1289], [0.5643, 3.4245, -3.8144], [0.9400, 2.5775, -2.7790], [-0.8365, -0.5681, -2.0063], [-4.5874, -0.4762, 0.4874], [-4.7266, 0.2902, 1.6382], [-5.9779, 0.5074, 2.2031], [-7.1115, -0.0429, 1.6275], [-6.9818, -0.8286, 0.4898], [-5.7316, -1.0458, -0.0675], [-2.8537, -2.2069, -0.0397], [-2.1171, -2.6537, 1.0551], [-1.7812, -3.9920, 1.1861], [-2.1736, -4.9123, 0.2219], [-2.9115, -4.4821, -0.8687], [-3.2490, -3.1394, -0.9944], [-3.2748, 0.8737, -1.5538], [-4.1647, -0.5308, -2.0934], [-3.3876, -1.2903, -4.0446], [-1.5184, -2.1884, -5.4272], [0.7941, -2.0804, -4.5033], [2.2328, -1.4886, -2.8996], [1.6559, -1.5375, -1.2434], [3.4626, 2.1009, -0.3124], [5.9049, 2.3206, -0.0638], [7.4193, 0.8984, -1.4126], [6.4516, -0.7230, -3.0162], [4.0410, -0.9404, -3.2520], [2.4310, 0.1518, -4.6025], [1.7575, 1.6426, -6.4275], [0.5568, 3.7530, -5.9357], [0.0446, 4.3496, -3.5935], [0.7139, 2.8211, -1.7510], [-3.8384, 0.7030, 2.0962], [-6.0657, 1.1063, 3.1032], [-8.0875, 0.1286, 2.0643], [-7.8572, -1.2799, 0.0382], [-5.6544, -1.6878, -0.9384], [-1.7937, -1.9284, 1.7910], [-1.2129, -4.3240, 2.0492], [-1.9097, -5.9579, 0.3245], [-3.2280, -5.1898, -1.6267], [-3.8316, -2.8287, -1.8536], [4.1115, 0.4141, 2.5449], [3.5764, -1.1193, 2.5990], [4.5057, -2.2050, 2.8609], [4.1802, -3.4871, 2.6460], [2.8650, -3.8641, 2.1668], [1.9167, -2.9415, 1.9885], [2.1535, -1.5291, 2.3008], [1.0873, -0.8366, 2.2860], [0.8472, 0.5128, 2.5622], [-0.5203, 2.0642, 3.6032], [-0.2277, 3.4195, 3.9085], [-1.0458, 4.4462, 3.2697], [-1.9590, 4.1259, 2.3202], [-1.8765, 2.8306, 1.7400], [-1.0548, 1.9029, 2.3200], [5.4966, -1.9088, 3.1814], [4.9120, -4.2690, 2.8079], [2.6692, -4.9106, 1.9700], [0.9108, -3.1719, 1.6600], [0.1460, 3.6891, 4.8876], [-0.9242, 5.4697, 3.6055], [-2.6040, 4.8781, 1.8857], [-2.2864, 2.5980, 0.7624], [2.2933, 0.3916, 6.1294], [1.5973, 1.3680, 4.7110], [2.1231, 2.4557, 4.1601], [1.3045, 2.9431, 3.0026], [1.2413, 1.7857, 1.9394], [-0.1019, 1.1586, 1.5790], [0.3693, 0.8790, 3.9734], [3.0174, 2.9711, 4.4845], [1.6013, 3.8926, 2.5702], [1.8975, 1.8139, 1.0806], [-0.1859, 0.0809, 4.4624]],
  "mulliken_charge": [0.654, -0.759, 1.037, -2.067, 0.916, -0.674, -1.156, -0.887, 1.426, -2.191, 2.285, -0.540, 0.050, -0.188, -0.704, -0.637, -0.939, -0.302, 0.344, -0.080, -0.976, -0.615, -0.963, -0.056, 1.107, -0.039, 0.052, -1.054, -0.601, -1.092, -0.159, 0.488, 0.062, -0.698, -0.695, -1.103, -0.006, 0.450, 0.554, 0.536, 0.468, 0.487, 0.591, 0.286, 0.218, 0.420, 0.420, 0.432, 0.181, 0.238, 0.444, 0.408, 0.439, 0.169, 0.234, 0.440, 0.399, 0.434, 0.241, 0.444, 0.558, 0.420, 0.428, 0.335, -0.085, 1.179, -0.968, -0.450, -0.504, -0.653, 0.168, -0.116, 0.676, -1.166, 0.105, -0.995, -0.828, -0.426, 1.514, 0.467, 0.399, 0.468, 0.365, 0.745, 0.470, 0.471, 0.360, -0.040, -0.200, -1.425, 0.015, -0.428, -0.099, 0.254, 0.505, 0.927, -0.704, 1.087],
  "total_energy_ha": -5372.70860,
  "e_above_lowest_ev": 7.8368,
  "gap_ev": 4.99,
  "total_charge": 1,
  "molar_mass_da": 1032.94
}

---

{
  "formula": "C4H6IN2O",
  "method": "ωB97M-V/def2-TZVPD",
  "symbols": ["C", "C", "C", "C", "N", "N", "O", "I", "H", "H", "H", "H", "H", "H"],
  "positions_angstrom": [[1.3496, 3.0462, 0.1475], [-0.4900, 1.8278, -0.8748], [0.6396, -1.1395, 0.4925], [-0.8666, -0.9083, 0.4744], [-1.4644, 0.0401, -0.1522], [0.7331, 2.2614, -0.5786], [2.1240, 3.6898, 0.6484], [-3.4683, 0.3497, -0.0792], [-1.3634, 2.3146, -0.2403], [-0.6911, 1.5696, -1.9272], [1.0911, -0.9316, -0.4686], [1.2880, -0.5739, 1.2234], [0.7047, -2.2371, 0.8365], [-1.5567, -1.6525, 0.8381]],
  "mulliken_charge": [0.591, -0.164, -0.973, 0.275, -0.533, -0.231, -0.197, 0.300, 0.258, 0.389, 0.330, 0.290, 0.292, 0.373],
  "total_energy_ha": -638.09626,
  "e_above_lowest_ev": 2.2051,
  "gap_ev": 8.49,
  "total_charge": 1,
  "molar_mass_da": 225.01
}

---

{
  "formula": "C4H8O",
  "method": "ωB97M-V/def2-TZVPD",
  "symbols": ["C", "C", "C", "C", "O", "H", "H", "H", "H", "H", "H", "H", "H"],
  "positions_angstrom": [[-1.5624, 0.2684, -0.2309], [-0.3097, -0.6024, -0.3307], [0.6840, -0.7475, 0.7878], [1.0311, 0.0493, -0.4020], [0.9958, 1.4449, -0.2580], [-2.3941, -0.2480, 0.2649], [-1.2321, 1.1615, 0.3546], [-1.9608, 0.6587, -1.1538], [-0.4189, -1.4138, -1.0217], [0.5017, -0.1946, 1.7206], [1.1616, -1.7017, 0.9066], [1.8211, -0.3339, -1.0058], [1.6829, 1.6590, 0.3683]],
  "mulliken_charge": [-1.194, 0.120, -0.653, -0.151, -0.527, 0.301, 0.275, 0.315, 0.334, 0.274, 0.256, 0.337, 0.313],
  "total_energy_ha": -232.40057,
  "e_above_lowest_ev": 1.2263,
  "gap_ev": 10.97,
  "smiles": "C[C@@H]1C[C@@H]1O",
  "molar_mass_da": 72.11
}